Computed, not measured: an isolated ion of composition C11H15N2O and charge +1, with wB97M-V/def2-TZVPD.

Cartesian coordinates (Å):
N: 0.5926 1.0651 1.3811
C: 1.1707 2.0813 0.6168
C: 1.2737 1.5213 -0.8980
N: 1.5016 0.1377 -0.8597
C: 0.6104 -0.6449 -0.3424
C: -0.8418 -0.5001 -0.3561
C: -1.5288 -0.8571 0.8268
C: -2.8922 -0.5736 0.8638
C: -3.5512 0.0562 -0.2024
C: -2.9158 0.1033 -1.4623
C: -1.5599 -0.1608 -1.5242
C: 1.3610 -1.9111 0.0977
C: 2.7853 -1.3929 0.0857
O: 2.8135 -0.2729 -0.7310
H: 1.2471 0.7106 2.0392
H: -0.2441 1.1377 1.7503
H: 2.1085 2.1549 1.0377
H: 0.5076 2.9921 0.6552
H: 0.3699 1.8031 -1.4344
H: 2.0406 2.0394 -1.3058
H: -1.0668 -1.5436 1.5347
H: -3.6206 -0.8726 1.6905
H: -4.6512 0.3462 -0.1665
H: -3.3337 0.5327 -2.3215
H: -0.9788 0.1126 -2.4388
H: 1.0705 -2.7134 -0.5494
H: 1.1163 -2.1054 1.1211
H: 3.1322 -1.2082 1.1110
H: 3.4833 -2.0375 -0.2188

Computed properties:
- Net charge: +1
- SMILES string: NCC[N+]1=C(c2ccccc2)CCO1
- Gap between HOMO and LUMO: 0.3292 hartree
- Energy above the lowest of the compared OMol25 structures with the same formula, charge and spin: 62.7 kcal/mol